{
  "formula": "C27H72AsF6O27S9",
  "method": "wB97M-V/def2-TZVPD",
  "elements": ["As", "F", "F", "F", "F", "F", "F", "O", "S", "O", "O", "C", "C", "C", "H", "H", "H", "H", "H", "H", "H", "H", "O", "S", "O", "O", "C", "C", "C", "H", "H", "H", "H", "H", "H", "H", "H", "O", "S", "O", "O", "C", "C", "C", "H", "H", "H", "H", "H", "H", "H", "H", "O", "S", "O", "O", "C", "C", "C", "H", "H", "H", "H", "H", "H", "H", "H", "O", "S", "O", "O", "C", "C", "C", "H", "H", "H", "H", "H", "H", "H", "H", "O", "S", "O", "O", "C", "C", "C", "H", "H", "H", "H", "H", "H", "H", "H", "O", "S", "O", "O", "C", "C", "C", "H", "H", "H", "H", "H", "H", "H", "H", "O", "S", "O", "O", "C", "C", "C", "H", "H", "H", "H", "H", "H", "H", "H", "O", "S", "O", "O", "C", "C", "C", "H", "H", "H", "H", "H", "H", "H", "H"],
  "coordinates": [[10.27356, 1.04788, 13.04839], [8.63251, 1.30040, 12.47493], [10.23972, -0.48992, 12.23611], [11.83913, 0.74529, 13.72514], [10.18905, 2.53064, 13.93082], [9.63635, 0.26170, 14.47238], [10.85880, 1.81259, 11.62535], [13.39729, -3.06527, 16.65479], [12.38227, -2.34921, 17.37090], [11.17016, -3.00557, 17.75034], [13.00924, -1.63809, 18.63971], [13.26084, -2.44548, 19.80411], [12.25567, -2.16381, 20.91924], [12.00626, -0.90898, 16.42824], [14.32202, -2.37805, 20.03750], [13.13931, -3.50123, 19.53922], [12.62212, -1.50624, 21.70424], [12.06721, -3.11146, 21.42700], [11.35495, -1.83668, 20.40723], [11.06448, -0.54542, 16.82549], [11.99660, -1.11070, 15.36067], [12.82509, -0.19632, 16.51911], [15.16982, -0.97548, 13.80301], [15.15642, -1.61365, 12.52174], [16.21558, -1.47478, 11.59026], [15.01667, -3.17672, 12.77502], [14.78203, -3.74638, 14.09214], [16.09711, -3.87691, 14.82188], [13.57665, -1.35615, 11.72440], [14.20255, -4.66444, 14.07608], [14.17561, -2.97445, 14.55586], [15.94740, -3.83320, 15.90191], [16.74895, -3.03741, 14.58143], [16.66764, -4.77707, 14.58696], [13.06270, -2.30256, 11.84229], [13.78319, -1.17994, 10.66908], [13.01096, -0.50571, 12.09732], [13.02153, 5.55991, 11.20303], [12.75102, 5.70967, 12.59146], [13.11433, 6.89009, 13.31515], [11.22053, 5.35977, 12.76590], [10.34149, 6.15543, 13.59657], [8.93629, 5.83565, 13.16972], [13.32877, 4.29190, 13.48000], [10.60139, 7.19790, 13.76520], [10.47910, 5.69877, 14.58598], [8.81369, 6.07430, 12.10590], [8.19590, 6.45870, 13.66979], [8.72931, 4.76977, 13.23095], [12.63552, 4.14618, 14.30466], [14.31677, 4.39734, 13.92486], [13.33832, 3.45523, 12.78623], [9.36067, 5.61414, 16.89963], [8.07460, 5.09216, 17.23030], [7.71567, 4.84081, 18.58839], [7.01018, 6.16719, 16.64537], [7.10924, 7.46226, 17.21902], [6.18331, 8.40285, 16.47420], [7.59151, 3.79082, 16.14535], [8.13047, 7.85171, 17.17214], [6.87399, 7.45311, 18.28810], [6.27970, 9.43326, 16.81539], [5.14038, 8.12799, 16.63133], [6.45768, 8.34840, 15.42045], [7.38744, 4.21162, 15.16266], [6.69047, 3.31711, 16.52467], [8.44858, 3.12509, 16.04512], [8.22219, 3.06259, 6.36327], [9.18234, 3.50989, 7.30700], [10.56843, 3.42745, 6.99397], [8.89233, 5.02238, 7.72224], [9.98165, 5.95247, 7.82416], [10.29181, 6.24783, 9.28483], [8.86437, 2.75868, 8.85910], [9.58270, 6.88780, 7.42213], [10.88611, 5.72333, 7.27053], [9.35576, 6.45907, 9.80701], [10.96649, 7.09645, 9.36177], [10.68810, 5.34984, 9.76072], [9.48004, 3.18676, 9.64962], [8.94792, 1.67677, 8.82518], [7.85388, 3.07453, 9.12693], [14.66453, 2.04580, 5.58322], [14.53270, 2.12786, 6.99245], [14.29979, 3.37643, 7.63464], [13.39361, 1.11849, 7.40081], [12.74641, 1.30579, 8.67633], [11.68121, 0.23576, 8.78449], [15.94364, 1.39825, 7.79148], [12.24363, 2.26821, 8.60731], [13.39909, 1.24715, 9.54895], [11.26816, -0.04154, 7.81367], [10.85346, 0.57451, 9.40877], [11.94211, -0.72801, 9.23333], [16.12362, 0.38228, 7.46226], [15.80610, 1.58811, 8.85128], [16.75818, 2.03315, 7.43672], [3.21559, -0.15861, 16.84989], [4.01617, 0.47459, 15.86242], [4.87065, 1.58700, 16.11792], [4.94611, -0.73827, 15.36507], [5.69482, -0.57920, 14.13840], [6.74876, -1.65725, 14.17100], [3.07503, 0.84123, 14.39263], [6.16799, 0.39714, 14.00697], [4.98148, -0.74842, 13.32799], [7.51248, -1.55208, 14.93419], [7.25302, -1.70634, 13.20072], [6.26158, -2.63398, 14.22763], [2.54205, -0.07198, 14.13639], [3.81204, 1.15403, 13.66272], [2.34130, 1.59618, 14.66218], [5.91147, 5.16297, 10.67188], [5.31992, 4.45096, 11.75882], [5.73247, 4.75250, 13.08717], [3.74608, 4.67792, 11.71347], [3.02704, 4.13482, 10.59761], [2.63509, 5.23430, 9.61293], [5.51750, 2.70471, 11.50277], [2.14908, 3.56306, 10.89740], [3.65444, 3.44210, 10.03493], [1.74351, 5.77860, 9.90182], [2.49314, 4.76537, 8.63301], [3.53359, 5.81715, 9.40558], [4.66892, 2.16559, 11.91314], [6.42120, 2.41310, 12.04175], [5.71215, 2.59346, 10.44198], [7.32071, 0.23106, 6.71251], [7.21898, -0.82749, 7.63569], [6.94091, -2.14673, 7.15228], [8.54521, -0.87558, 8.47304], [8.96040, -2.06053, 9.16144], [9.92581, -2.87165, 8.34451], [5.92372, -0.49386, 8.79654], [8.15253, -2.58847, 9.67262], [9.49255, -1.65303, 10.02839], [9.44507, -3.48143, 7.57629], [10.55638, -3.57174, 8.89200], [10.58125, -2.18063, 7.81607], [6.10813, 0.41493, 9.36104], [5.96428, -1.31496, 9.50930], [5.02599, -0.34856, 8.20510]],
  "forces_ev_per_a": [[-1.3, -0.4, 1.1], [-0.1, 0.1, 0.0], [0.4, -0.1, -0.2], [0.5, 0.1, -0.6], [0.1, 0.4, -0.3], [-0.3, -0.2, 0.0], [0.5, 0.1, 0.0], [0.1, -0.5, 0.6], [0.0, 0.8, -1.3], [0.0, -0.4, 0.3], [0.2, 0.4, 0.2], [-0.1, -1.3, 0.0], [0.7, -0.5, -0.1], [0.4, 0.3, 0.3], [-0.1, 0.5, 0.2], [-0.1, 0.1, -0.3], [-0.2, 0.5, -0.3], [-0.2, 0.0, -0.1], [-0.2, 0.2, 0.5], [0.0, 0.3, -0.3], [-0.5, -0.5, 0.1], [-0.1, 0.1, 0.4], [0.2, 0.4, -0.1], [-1.4, -0.9, 1.0], [0.5, 0.4, -0.4], [0.4, -1.2, -0.9], [0.2, 1.9, 0.5], [0.5, 0.0, 0.3], [0.4, 0.2, -0.6], [0.1, 0.0, -0.7], [0.0, -0.4, 0.6], [-0.2, -0.2, 0.0], [-0.1, 0.1, 0.0], [-0.2, -0.1, -0.1], [-0.3, 0.2, 0.0], [0.0, -0.1, 0.0], [0.2, -0.1, 0.4], [0.4, 0.3, -0.3], [0.0, -1.1, 0.8], [-0.2, 0.3, -0.2], [-0.2, 1.3, -0.9], [-0.1, -1.5, 2.0], [-0.1, 0.6, -1.4], [0.5, -0.2, 0.2], [0.2, 0.1, -1.0], [-0.1, 0.3, 0.1], [0.1, 0.1, 0.0], [0.0, -0.3, 0.4], [0.0, 0.0, 0.4], [-0.1, -0.2, -0.1], [0.1, 0.4, -0.4], [-0.2, -0.1, 0.1], [0.7, -0.3, 0.1], [-1.4, 0.9, -1.0], [0.3, -0.3, 0.3], [0.1, -0.3, 0.2], [0.1, 1.2, 0.7], [0.0, -0.3, -0.1], [0.3, -0.1, -0.1], [0.1, -0.3, -0.3], [-0.2, -0.3, -0.1], [0.3, 0.0, 0.1], [0.0, -0.2, -0.3], [-0.3, 0.1, -0.1], [0.0, 0.2, 0.1], [0.1, -0.1, 0.1], [-0.1, -0.2, 0.2], [-0.5, 0.3, -0.1], [0.5, 0.2, 0.6], [0.7, -0.3, -0.2], [-0.1, -0.5, -0.6], [-0.1, 1.9, 0.7], [-0.6, -0.9, -0.1], [-0.6, 0.3, 0.7], [-0.1, -0.2, -0.3], [-0.2, -0.7, -0.2], [0.0, 0.3, -0.1], [0.2, -0.1, 0.1], [0.4, 0.3, 0.1], [0.4, -0.1, -0.3], [0.0, 0.0, -0.2], [-0.1, -0.3, -0.2], [0.1, -0.2, -0.6], [0.2, -0.4, 0.7], [0.0, 0.5, 0.1], [0.3, -0.4, 0.0], [-1.3, -0.2, 0.0], [-0.8, -0.7, 0.1], [0.1, 1.0, -0.7], [0.2, 0.1, 0.3], [0.4, 0.2, -0.3], [0.0, 0.5, -0.1], [0.1, 0.2, 0.0], [0.7, 0.2, 0.0], [-0.2, -0.2, 0.3], [0.1, -0.5, 0.1], [0.1, -0.1, 0.1], [-0.5, 0.5, 0.4], [1.1, -1.2, -0.8], [-0.2, 0.4, 0.3], [-0.5, 0.8, -0.1], [0.4, -0.5, 0.1], [-0.1, -0.7, -1.1], [-0.1, -0.4, 0.9], [-0.2, 0.2, 0.4], [0.2, 0.0, -0.2], [-0.2, 0.2, 0.1], [0.2, 0.4, 0.1], [0.0, 0.0, 0.4], [0.1, 0.0, -0.3], [-0.3, 0.2, -0.2], [0.2, 0.3, -0.1], [0.0, -0.2, -0.4], [0.4, 0.2, 0.3], [-0.3, 0.1, 0.3], [-0.3, -0.5, 0.5], [-0.1, 0.3, -1.5], [0.7, -0.8, -0.5], [0.5, 0.3, 0.1], [0.1, 0.1, 0.7], [0.1, 0.0, 0.2], [0.2, 0.3, 0.0], [-0.5, -0.1, 0.2], [-0.3, 0.6, 0.5], [-0.1, 0.0, -0.3], [0.0, 0.1, 0.0], [-0.3, -0.4, -0.1], [0.3, 1.0, -0.3], [-0.7, -1.3, -0.3], [0.1, -0.3, 0.1], [-0.3, 0.6, -0.1], [1.0, 0.0, 1.9], [-0.1, -0.5, -1.1], [0.9, 0.4, 0.5], [-0.4, -0.2, -0.8], [0.2, 0.1, -0.2], [-0.2, 0.2, 0.0], [-0.1, 0.3, 0.5], [0.1, 0.0, 0.1], [0.3, 0.2, -0.1], [-0.6, -0.2, -0.2], [-0.2, -0.5, 0.1]],
  "mulliken_charge": [2.2181, -0.5656, -0.4982, -0.5467, -0.5150, -0.6167, -0.3542, -0.5500, 1.0911, -0.6532, -0.2781, -0.4027, -1.0158, -0.8360, 0.4222, 0.2971, 0.3025, 0.3027, 0.2898, 0.4367, 0.0567, 0.4490, -0.5844, 1.2050, -0.6890, -0.4099, 0.2567, -1.1186, -0.6191, 0.3864, -0.1028, 0.2947, 0.3167, 0.3265, 0.4970, 0.2195, 0.0005, -0.5940, 1.1043, -0.6757, 0.0101, -0.7378, 0.1693, -0.8098, 0.4892, 0.2736, -0.0967, 0.3247, -0.2835, 0.1912, 0.4870, 0.1788, -0.5911, 1.1934, -0.6887, -0.1483, -0.4574, -1.1251, -0.2061, 0.3499, 0.3712, 0.3821, 0.2828, 0.2529, -0.1634, 0.3863, 0.2134, -0.6571, 1.1202, -0.5287, -0.3207, -0.5829, -0.4960, 0.6258, 0.3530, 0.3729, 0.1259, 0.4505, -0.0399, -0.2236, -0.3917, 0.1548, -0.6384, 1.1444, -0.5689, -0.3081, -0.0757, -0.5089, -0.9714, 0.0994, 0.3219, 0.3496, -0.2737, 0.2823, 0.3026, 0.3223, 0.4017, -0.6470, 1.0881, -0.4992, -0.3838, 0.1589, -1.3252, -0.1967, 0.2427, 0.2791, 0.2929, 0.2618, 0.4059, 0.3675, -0.3956, 0.4083, -0.6960, 1.3841, -0.5810, -0.3094, -0.1522, -1.2192, -1.5618, 0.3879, 0.1450, 0.3233, 0.3692, 0.2988, 0.5778, 0.3491, 0.5161, -0.5640, 1.2190, -0.6756, -0.1304, 0.1586, -1.2353, -0.5851, 0.4674, -0.1311, 0.3584, 0.3926, 0.2379, -0.1133, 0.3229, 0.4518],
  "orbital_gap_ha": 0.36648,
  "homo_ev": -8.650,
  "charge": -1,
  "de_lowest_kcal_mol": 33.7,
  "e_tot_ev": -259112.0234,
  "mol_weight_g_mol": 1306.36
}